w | # CH7FN3P

2 unconnected molecules or ions with the total composition CH7FN3P (ωB97M-V with the def2-TZVPD basis set, the OMol25 dataset).

Geometry as ORCA input:
```
! RIJCOSX wB97M-V def2-TZVPD def2/J DEFGRID3
* xyz 0 1
C 1.673 -0.927 -0.536
N -0.900 2.284 0.022
N -1.581 -0.344 -0.417
N 1.021 0.374 -0.392
F -0.992 -0.674 2.681
P -0.441 0.801 0.212
H 1.925 -1.424 0.434
H 0.800 -1.584 -0.828
H 2.524 -1.079 -1.202
H -1.814 2.506 0.329
H -2.443 0.194 -0.084
H -1.514 -1.248 0.069
H 1.741 1.121 -0.289
*
```

---

x | # CH7FN3P

2 unconnected molecules or ions with the total composition CH7FN3P (ωB97M-V with the def2-TZVPD basis set, the OMol25 dataset).

Geometry as ORCA input:
```
! RIJCOSX wB97M-V def2-TZVPD def2/J DEFGRID3
* xyz 0 1
C 0.799 -1.238 0.532
N -0.691 2.374 1.125
N -0.546 0.802 -1.324
N 0.231 -0.027 1.059
F -1.854 -1.387 -1.306
P -0.413 1.168 0.192
H 0.373 -2.113 1.025
H 0.569 -1.287 -0.530
H 1.886 -1.252 0.658
H -1.140 3.124 0.628
H -0.917 1.574 -1.853
H -1.333 -0.567 -1.392
H 0.290 0.193 2.039
*
```

Its SMILES is [H]/N=P(=N\[H])/NC.F.

---

Bottom line: x, by a margin of 70.2 kcal/mol.

---

w | # C6H10N

A gas-phase ion, C6H10N (charge +1) (ωB97M-V with the def2-TZVPD basis set, the OMol25 dataset).

Geometry as ORCA input:
```
! RIJCOSX wB97M-V def2-TZVPD def2/J DEFGRID3
* xyz 1 3
C 3.052 -1.447 0.249
C 2.375 -0.570 -0.189
C 1.506 0.489 -0.512
C -0.003 0.237 -0.155
C -0.193 -0.632 1.047
C -2.683 0.651 -0.307
N -0.989 0.566 -0.865
H 3.796 -2.061 0.660
H 1.975 1.355 -0.066
H 1.467 0.878 -1.541
H 0.717 -1.214 1.156
H -1.054 -1.257 0.923
H -0.255 -0.211 1.977
H -3.301 0.717 -1.180
H -2.816 -0.137 0.346
H -2.635 1.597 0.173
H -0.957 1.040 -1.714
*
```

As for the expectation value of S²: 2.0103.

---

x | # C6H10N

A gas-phase ion, C6H10N (charge +1) (ωB97M-V with the def2-TZVPD basis set, the OMol25 dataset).

Geometry as ORCA input:
```
! RIJCOSX wB97M-V def2-TZVPD def2/J DEFGRID3
* xyz 1 3
C -1.193 -0.173 0.233
C -1.305 -1.483 0.163
C -2.116 0.795 -0.319
C 0.134 0.425 0.796
C 1.509 0.214 0.246
C 2.615 -0.633 -0.217
N 0.978 1.342 -0.015
H -0.561 -1.999 0.763
H -2.169 -2.011 -0.140
H -2.511 1.415 0.531
H -1.593 1.366 -1.061
H 0.053 0.905 1.812
H 3.288 0.138 -0.711
H 2.039 -1.252 -1.079
H 3.135 -1.378 0.253
H -2.980 0.245 -0.648
H 0.676 2.084 -0.605
*
```

As for the expectation value of S²: 2.0104.

---

y | # C6H10N

A gas-phase ion, C6H10N (charge +1) (ωB97M-V with the def2-TZVPD basis set, the OMol25 dataset).

Geometry as ORCA input:
```
! RIJCOSX wB97M-V def2-TZVPD def2/J DEFGRID3
* xyz 1 3
C 2.352 -0.683 -1.023
C 1.279 -0.887 -0.527
C -0.340 1.634 -0.929
C -0.508 0.700 0.213
C 0.172 -1.492 1.547
C 0.021 -0.947 0.217
N -1.652 1.211 -0.548
H 3.278 -0.643 -1.626
H -0.222 2.676 -0.842
H 0.085 1.254 -1.973
H -0.217 1.012 1.257
H -0.538 -0.847 2.252
H -0.028 -2.588 1.662
H 1.184 -1.412 1.857
H -0.595 -1.582 -0.341
H -2.048 1.997 -0.041
H -2.223 0.599 -1.152
*
```

As for the expectation value of S²: 2.0068.

---

Bottom line: x, by a margin of 12.2 kcal/mol.

---

w | # Br2ClFSi

2 unconnected molecules or ions with the total composition Br2ClFSi (ωB97M-V with the def2-TZVPD basis set, the OMol25 dataset).

Geometry as ORCA input:
```
! RIJCOSX wB97M-V def2-TZVPD def2/J DEFGRID3
* xyz 0 1
F -0.841 -1.440 -1.733
Si 0.089 0.067 0.320
Cl -0.100 -0.746 2.099
Br -1.236 1.693 -0.239
Br 2.088 0.426 -0.447
*
```

---

x | # Br2ClFSi

2 unconnected molecules or ions with the total composition Br2ClFSi (ωB97M-V with the def2-TZVPD basis set, the OMol25 dataset).

Geometry as ORCA input:
```
! RIJCOSX wB97M-V def2-TZVPD def2/J DEFGRID3
* xyz 0 1
F -0.825 1.036 -0.684
Si 0.237 -0.014 -0.274
Cl 2.079 0.146 -0.798
Br -0.584 -1.979 -0.779
Br -0.906 0.811 2.534
*
```

---

Bottom line: x, by a margin of 39.7 kcal/mol.

---

w | # H25O13

13 unconnected molecules or ions with the total composition H25O13 (ωB97M-V with the def2-TZVPD basis set, the OMol25 dataset).

Geometry as ORCA input:
```
! RIJCOSX wB97M-V def2-TZVPD def2/J DEFGRID3
* xyz -1 1
O -2.671 -3.571 -0.562
H -2.106 -3.632 0.223
H -1.331 -2.640 2.336
O 2.804 1.419 2.234
H 3.059 2.067 2.826
H 3.238 0.973 1.466
O 0.681 -1.128 -2.351
H 0.135 -0.326 -1.235
O -0.560 1.658 1.671
H 0.258 1.853 2.278
H -0.375 1.467 0.841
O -1.698 -1.862 2.747
H 2.330 1.158 -2.163
H -1.518 -0.963 2.657
O -2.113 -0.692 -1.578
H -1.484 -0.462 -2.309
H -2.444 -1.558 -1.708
O 1.976 -2.505 0.348
H 2.429 -1.979 0.969
H 0.972 -1.896 -2.062
O -0.033 0.613 -0.574
H 0.840 1.111 -0.900
H 2.909 -0.131 -2.040
O 3.131 0.909 -1.931
H -1.942 -3.303 -1.118
H 1.339 -2.034 -0.065
O -3.220 -0.139 0.702
H -3.249 0.546 0.113
H -2.321 -0.276 0.736
O 0.582 2.977 -2.925
H 0.175 3.124 -2.095
H 0.725 2.140 -3.059
O 0.936 -0.050 3.440
H 1.610 0.377 3.023
H 0.991 -0.852 3.688
O -1.286 2.902 -1.328
H -0.949 2.386 -0.477
H -1.820 2.318 -1.817
*
```

---

x | # H25O13

13 unconnected molecules or ions with the total composition H25O13 (ωB97M-V with the def2-TZVPD basis set, the OMol25 dataset).

Geometry as ORCA input:
```
! RIJCOSX wB97M-V def2-TZVPD def2/J DEFGRID3
* xyz -1 1
O 3.213 2.317 0.806
H -1.515 -1.314 0.053
H -2.805 -1.622 3.248
O -3.296 1.778 0.566
H -3.517 0.877 0.833
H -1.187 0.894 1.585
O -2.806 -1.123 2.437
H -1.957 -1.067 1.902
O 0.270 -3.626 -0.591
H -0.348 -3.286 0.093
H 0.470 -2.718 -0.915
O -1.937 1.392 -1.687
H 3.240 1.491 0.290
H -1.012 1.378 -1.383
O 3.261 -1.720 2.821
H 2.611 -1.194 2.362
H 3.388 -2.487 2.254
O -1.617 1.344 2.331
H 1.501 2.401 -2.069
H -1.483 3.196 -1.659
O -0.893 -1.209 0.777
H -2.399 1.387 -0.796
H -2.406 0.822 2.558
O -0.657 3.736 -1.593
H -2.926 2.272 1.311
H 2.868 -2.403 0.441
O -0.200 -0.245 -3.631
H -0.788 0.410 -3.219
H -0.591 -1.056 -3.282
O 1.220 -0.992 -0.524
H 0.963 -0.314 -1.173
H -0.290 3.521 -2.460
O 2.999 -3.236 -0.007
H 1.901 1.423 -1.069
H 0.302 -0.890 0.071
O 1.778 1.471 -2.033
H 2.086 -3.581 -0.081
H 2.557 1.973 1.437
*
```

---

Bottom line: x, by a margin of 123.4 kcal/mol.

---

w | # H25O13

A molecular structure, H25O13 (ωB97M-V with the def2-TZVPD basis set, the OMol25 dataset).

Geometry as ORCA input:
```
! RIJCOSX wB97M-V def2-TZVPD def2/J DEFGRID3
* xyz -1 1
O 1.690 -1.793 -0.618
H 3.538 -0.183 2.398
H 0.216 -2.804 1.560
O -3.724 -1.576 1.162
H -3.741 -1.551 0.200
H 2.233 -0.331 1.972
O 1.893 0.779 -1.824
H 2.238 1.445 -2.417
O 3.458 0.191 0.050
H 3.092 -0.673 0.007
H 3.100 0.655 -0.778
O -3.328 2.174 1.003
H 1.223 -1.409 0.125
H -2.926 2.934 1.429
O -1.328 2.363 2.616
H -1.118 1.565 2.118
H -0.825 3.054 2.178
O 2.684 -0.369 2.826
H -2.069 -2.189 -1.550
H 1.209 -1.121 -3.376
O 0.182 -2.908 2.513
H -3.236 2.354 0.064
H 2.624 1.695 2.941
O 0.613 -1.382 -4.090
H -3.088 -0.952 1.514
H -1.999 -0.678 -3.154
O -0.367 0.957 -1.010
H 0.825 1.001 -1.351
H -0.834 1.756 -1.246
O 1.984 2.150 3.504
H 1.624 2.666 2.774
H 0.156 -0.528 -4.203
O -1.568 0.178 -3.206
H -2.904 -0.941 -1.629
H 0.417 -3.812 2.726
O -2.984 -1.905 -1.668
H -1.065 0.334 -2.366
H 2.104 -1.146 -1.193
*
```

---

x | # H25O13

A molecular structure, H25O13 (ωB97M-V with the def2-TZVPD basis set, the OMol25 dataset).

Geometry as ORCA input:
```
! RIJCOSX wB97M-V def2-TZVPD def2/J DEFGRID3
* xyz -1 1
O 1.289 3.701 1.004
H 1.366 2.957 0.399
H 0.369 3.766 1.252
O -3.274 0.367 -0.918
H -2.740 0.943 -0.376
H -3.794 0.815 -1.587
O 2.575 -0.061 0.375
H 3.274 0.561 0.602
O -2.351 3.173 0.825
H -1.822 3.225 0.013
H -2.203 2.357 1.302
O -2.441 -0.878 1.998
H -1.911 -0.511 1.261
H -2.184 -1.700 2.402
O -0.951 -4.133 -0.235
H -0.853 -3.601 0.561
H -0.918 -3.410 -0.874
O -0.542 2.155 -0.890
H -1.154 1.689 -1.475
H 2.770 -0.246 -0.573
O 3.237 -0.379 -2.293
H 2.291 -0.044 -2.252
H 3.146 -1.255 -2.677
O -0.695 0.045 0.207
H -0.167 -0.178 0.978
H -0.558 1.213 -0.168
O -1.417 -1.480 -1.784
H -1.397 -0.864 -0.979
H -2.307 -1.282 -2.092
O 1.152 -0.118 3.268
H 1.528 0.494 2.632
H 0.892 0.436 4.010
O 3.197 -2.620 1.004
H 2.597 -1.962 0.677
H 2.851 -3.418 0.593
O 0.685 -0.019 -2.253
H 0.587 0.851 -1.836
H -0.126 -0.589 -2.104
*
```

---

Bottom line: x, by a margin of 24.8 kcal/mol.

---

w | # C5H12IN2

A gas-phase ion, C5H12IN2 (charge +1) (ωB97M-V with the def2-TZVPD basis set, the OMol25 dataset).

Geometry as ORCA input:
```
! RIJCOSX wB97M-V def2-TZVPD def2/J DEFGRID3
* xyz 1 1
C -0.900 1.435 -0.185
C -1.139 0.294 0.834
C 1.168 0.257 0.381
C 0.306 0.869 -0.865
C 0.071 -1.646 1.611
N 0.149 -0.214 1.307
N 0.047 -0.259 -1.850
I 1.576 2.277 -2.014
H -1.690 1.487 -0.996
H -0.604 2.432 0.090
H -1.760 0.429 1.855
H -1.603 -0.436 0.192
H 1.915 -0.444 0.076
H 1.779 1.134 0.763
H 0.965 -1.926 2.279
H -0.765 -1.940 2.139
H 0.168 -2.130 0.655
H 1.149 -0.496 -2.087
H -0.414 -0.062 -2.712
H -0.416 -1.062 -1.472
*
```

Its SMILES is CN1CC[C@@]([NH3+])(I)C1.

---

x | # C5H12IN2

A gas-phase ion, C5H12IN2 (charge +1) (ωB97M-V with the def2-TZVPD basis set, the OMol25 dataset).

Geometry as ORCA input:
```
! RIJCOSX wB97M-V def2-TZVPD def2/J DEFGRID3
* xyz 1 1
C 0.820 -0.042 0.489
C 0.482 1.997 -0.751
C -0.517 -2.787 -0.639
C -0.006 2.105 1.657
C -0.734 -1.227 -0.814
N 0.422 1.507 0.472
N 0.463 -0.454 -0.748
I -0.454 3.820 -1.103
H 1.875 -0.022 0.815
H 0.336 -0.661 1.260
H 0.831 1.602 -1.625
H 0.095 -3.262 -1.345
H 0.033 -2.827 0.289
H -1.470 -3.258 -0.467
H 0.153 3.220 1.412
H -1.156 1.852 1.679
H 0.404 1.627 2.548
H -1.501 -0.947 -0.020
H -1.261 -1.191 -1.846
H 1.185 -1.052 -1.262
*
```

Its SMILES is CCNC/[N+](C)=C/I.

---

Bottom line: w, by a margin of 12.0 kcal/mol.